(1)
{"formula": "C62H76HgN2O2P2Si", "method": "the ωB97M-V functional and the def2-TZVPD basis", "homo_energy_ev": [-2.023, -4.166], "spin_multiplicity": 2, "total_charge": -1, "e_lumo_ev": [2.4, 2.4], "mol_weight_g_mol": 1171.9, "symbols": ["Hg", "C", "Si", "C", "C", "C", "C", "C", "C", "P", "C", "C", "C", "C", "C", "C", "C", "C", "C", "C", "C", "C", "C", "C", "C", "C", "C", "C", "P", "C", "C", "C", "C", "C", "C", "C", "C", "C", "C", "C", "C", "H", "H", "H", "H", "H", "H", "H", "H", "H", "H", "H", "H", "H", "H", "H", "H", "H", "H", "H", "H", "H", "H", "H", "H", "H", "H", "H", "H", "H", "H", "H", "H", "H", "H", "H", "H", "H", "H", "H", "H", "H", "H", "H", "H", "H", "H", "H", "H", "H", "H", "H", "H", "H", "H", "H", "C", "C", "C", "C", "N", "C", "C", "C", "C", "C", "C", "C", "H", "H", "H", "H", "H", "H", "H", "H", "C", "O", "C", "C", "C", "C", "C", "C", "N", "C", "C", "C", "C", "C", "C", "C", "O", "H", "H", "H", "H", "H", "H", "H", "H", "H", "H", "H", "H", "H"], "coordinates": [[-0.61, -1.15, -0.50], [-2.39, 1.39, 1.24], [-0.60, 0.88, 0.87], [0.10, 2.48, 0.06], [0.94, 3.32, 0.82], [1.50, 4.47, 0.30], [1.26, 4.82, -1.02], [0.42, 4.02, -1.79], [-0.18, 2.87, -1.27], [-1.32, 1.83, -2.27], [-2.57, 2.92, -3.15], [-2.29, 4.32, -3.74], [-2.35, 5.46, -2.71], [-3.67, 5.43, -1.93], [-3.82, 4.08, -1.24], [-3.85, 2.97, -2.29], [-0.14, 1.06, -3.50], [1.03, 1.79, -4.18], [0.70, 2.41, -5.53], [0.09, 1.37, -6.47], [-1.18, 0.80, -5.84], [-0.89, 0.14, -4.49], [0.16, 0.69, 2.62], [-0.45, 1.40, 3.56], [-0.10, 1.22, 5.02], [1.40, 1.07, 5.14], [2.00, 0.27, 4.28], [1.21, -0.35, 3.14], [2.25, -0.97, 1.67], [3.88, -0.07, 1.96], [5.09, -0.49, 1.13], [6.37, 0.17, 1.71], [6.09, 1.55, 2.31], [4.95, 2.24, 1.56], [3.64, 1.43, 1.71], [2.88, -2.73, 1.88], [1.94, -3.82, 1.31], [1.18, -4.64, 2.35], [2.15, -5.20, 3.39], [2.87, -4.07, 4.12], [3.64, -3.18, 3.14], [-2.46, 2.40, 1.65], [-2.83, 0.68, 1.96], [-2.99, 1.36, 0.32], [1.14, 3.05, 1.85], [2.14, 5.10, 0.92], [1.70, 5.71, -1.45], [0.23, 4.30, -2.82], [-2.80, 2.25, -3.98], [-3.06, 4.51, -4.50], [-1.33, 4.34, -4.26], [-2.23, 6.41, -3.23], [-1.54, 5.36, -2.00], [-4.51, 5.58, -2.62], [-3.69, 6.25, -1.20], [-4.72, 4.05, -0.63], [-2.97, 3.91, -0.57], [-4.71, 3.15, -2.95], [-4.00, 2.00, -1.81], [0.32, 0.39, -2.77], [1.81, 1.02, -4.35], [1.47, 2.52, -3.51], [1.60, 2.84, -5.98], [-0.01, 3.23, -5.41], [0.81, 0.55, -6.62], [-0.12, 1.80, -7.45], [-1.64, 0.06, -6.51], [-1.90, 1.61, -5.72], [-0.27, -0.75, -4.67], [-1.81, -0.22, -4.03], [-1.23, 2.11, 3.32], [-0.47, 2.07, 5.60], [1.92, 1.49, 6.00], [3.03, -0.03, 4.44], [4.17, -0.22, 3.00], [4.95, -0.18, 0.09], [5.24, -1.57, 1.12], [7.12, 0.25, 0.91], [6.79, -0.48, 2.48], [6.99, 2.17, 2.27], [5.81, 1.46, 3.36], [5.22, 2.31, 0.50], [4.80, 3.25, 1.92], [3.04, 1.54, 0.80], [3.04, 1.84, 2.52], [3.63, -2.61, 1.10], [2.55, -4.51, 0.72], [1.22, -3.37, 0.62], [0.65, -5.45, 1.84], [0.41, -4.03, 2.83], [2.89, -5.84, 2.89], [1.62, -5.83, 4.11], [3.58, -4.48, 4.85], [2.15, -3.49, 4.69], [4.52, -3.75, 2.80], [4.04, -2.31, 3.68], [3.84, -0.76, -3.11], [3.86, -2.01, -3.69], [2.76, -2.84, -3.52], [1.65, -2.41, -2.80], [1.68, -1.22, -2.21], [2.73, -0.42, -2.36], [0.37, -3.18, -2.71], [0.24, -4.32, -3.52], [-0.94, -5.03, -3.58], [-2.03, -4.61, -2.82], [-1.89, -3.50, -2.01], [-0.70, -2.77, -1.91], [4.67, -0.06, -3.23], [4.72, -2.35, -4.26], [2.78, -3.83, -3.96], [2.67, 0.53, -1.85], [1.05, -4.64, -4.15], [-1.02, -5.91, -4.21], [-2.97, -5.15, -2.86], [-2.75, -3.19, -1.42], [-2.68, -5.19, 4.78], [-3.27, -4.23, 3.95], [-3.19, -4.44, 2.60], [-2.83, -5.66, 2.06], [-2.88, -5.88, 0.69], [-3.32, -4.87, -0.14], [-3.64, -3.63, 0.39], [-3.55, -3.36, 1.76], [-3.91, -2.10, 2.22], [-3.37, -1.39, 3.33], [-2.03, -1.40, 3.70], [-1.61, -1.15, 5.12], [-0.65, -0.08, 5.64], [-0.12, -1.41, 5.19], [0.37, -1.57, 3.76], [-0.90, -1.78, 2.93], [-0.82, -2.11, 1.69], [-2.76, -4.81, 5.79], [-1.62, -5.34, 4.53], [-3.19, -6.16, 4.73], [-2.51, -6.46, 2.71], [-2.59, -6.85, 0.28], [-3.38, -5.03, -1.21], [-3.94, -2.81, -0.27], [-4.37, -1.54, 1.52], [-4.10, -0.88, 3.94], [-2.28, -1.55, 5.87], [-0.70, 0.01, 6.72], [0.31, -2.07, 5.94], [1.01, -2.44, 3.69]], "mulliken_spin": [0.0042, -0.0571, -0.0165, 0.0098, 0.0012, -0.0004, 0.0006, 0.0006, -0.0001, 0.0019, 0.0012, 0.0005, -0.0004, 0.0000, 0.0001, 0.0003, -0.0004, 0.0000, -0.0001, 0.0000, 0.0001, 0.0019, -0.0002, 0.0075, 0.0034, 0.0084, -0.0054, 0.0140, -0.0024, -0.0012, -0.0005, 0.0002, -0.0001, 0.0003, 0.0002, -0.0031, 0.0197, -0.0766, 0.0000, 0.0084, -0.0037, -0.0044, 0.0383, 0.0045, 0.0041, 0.0000, 0.0001, 0.0006, 0.0001, 0.0000, 0.0002, 0.0000, 0.0003, 0.0000, 0.0000, -0.0001, -0.0001, -0.0001, 0.0003, 0.0053, 0.0000, 0.0002, 0.0000, -0.0001, 0.0000, 0.0000, 0.0000, 0.0000, 0.0000, -0.0003, -0.0001, -0.0010, 0.0004, 0.0025, 0.0010, 0.0001, -0.0002, 0.0000, 0.0000, 0.0000, 0.0000, 0.0000, -0.0001, 0.0006, -0.0028, 0.0002, 0.0007, -0.0051, -0.0030, 0.0874, 0.0002, 0.0007, 0.0001, -0.0051, -0.0004, 0.0002, 0.0007, -0.0003, 0.0007, 0.0014, -0.0037, 0.0034, -0.0024, -0.0007, 0.0007, 0.0000, -0.0057, 0.0067, 0.0000, 0.0000, 0.0001, -0.0023, 0.0000, 0.0001, 0.0000, 0.0015, 0.0137, 0.0179, 0.0449, -0.0084, 0.0357, -0.0221, 0.0318, -0.0595, 0.0087, 0.6162, -0.1515, 0.0080, -0.0080, 0.0114, 0.0086, 0.2864, 0.1104, 0.0000, -0.0064, 0.0009, 0.0002, 0.0018, -0.0008, 0.0200, 0.0193, -0.0391, -0.0006, 0.0032, 0.0048, 0.0113]}

(2)
{"formula": "C64H68BrF7O6", "method": "the ωB97M-V functional and the def2-TZVPD basis", "homo_energy_ev": -8.928, "e_lumo_ev": 0.2, "smiles": "COC[C@@]1(C(F)(F)C(F)(F)C(F)(F)F)OC(=O)O[C@@]1(CCCOC(C)=O)C[C@@H](C)Br.c1ccccc1.c1ccccc1.c1ccccc1.c1ccccc1.c1ccccc1.c1ccccc1.c1ccccc1.c1ccccc1", "mol_weight_g_mol": 1146.1, "symbols": ["C", "O", "C", "C", "C", "F", "F", "C", "F", "F", "C", "F", "F", "F", "O", "C", "O", "O", "C", "C", "C", "C", "O", "C", "C", "O", "C", "C", "C", "Br", "H", "H", "H", "H", "H", "H", "H", "H", "H", "H", "H", "H", "H", "H", "H", "H", "H", "H", "H", "H", "C", "C", "C", "C", "C", "C", "H", "H", "H", "H", "H", "H", "C", "C", "C", "C", "C", "C", "H", "H", "H", "H", "H", "H", "C", "C", "C", "C", "C", "C", "H", "H", "H", "H", "H", "H", "C", "C", "C", "C", "C", "C", "H", "H", "H", "H", "H", "H", "C", "C", "C", "C", "C", "C", "H", "H", "H", "H", "H", "H", "C", "C", "C", "C", "C", "C", "H", "H", "H", "H", "H", "H", "C", "C", "C", "C", "C", "C", "H", "H", "H", "H", "H", "H", "C", "C", "C", "C", "C", "C", "H", "H", "H", "H", "H", "H"], "coordinates": [[-1.23, -0.51, 5.35], [-1.39, -0.10, 3.96], [-0.65, 1.13, 3.85], [-0.72, 1.79, 2.35], [-2.01, 2.70, 2.08], [-1.81, 3.86, 2.94], [-2.14, 3.25, 0.78], [-3.43, 2.13, 2.52], [-4.36, 3.23, 2.27], [-3.61, 1.83, 3.89], [-4.02, 0.91, 1.67], [-4.03, 1.16, 0.26], [-3.51, -0.36, 2.01], [-5.43, 0.84, 2.01], [0.29, 2.86, 2.54], [1.57, 2.68, 1.94], [2.61, 3.36, 2.13], [1.37, 1.58, 1.05], [0.03, 0.97, 1.21], [-0.44, 0.91, -0.32], [-1.49, -0.26, -0.69], [-0.86, -1.37, -1.72], [-0.47, -2.61, -1.05], [-1.61, -3.40, -0.70], [-1.65, -3.87, 0.86], [-2.55, -3.70, -1.48], [0.50, -0.58, 1.48], [1.74, -0.73, 2.48], [1.44, -1.95, 3.53], [3.38, -1.28, 1.49], [-1.27, 0.40, 6.06], [-2.08, -1.21, 5.68], [-0.21, -1.02, 5.54], [-1.20, 1.90, 4.51], [0.42, 1.10, 4.26], [-0.81, 1.88, -0.79], [0.52, 0.64, -0.92], [-2.33, 0.24, -1.31], [-1.90, -0.85, 0.20], [0.07, -0.98, -2.27], [-1.65, -1.57, -2.53], [-2.27, -3.12, 1.47], [-0.56, -3.85, 1.24], [-2.11, -4.91, 0.90], [0.88, -0.98, 0.46], [-0.40, -1.26, 1.73], [1.99, 0.19, 3.10], [1.98, -1.74, 4.53], [0.31, -2.10, 3.71], [1.83, -2.95, 3.11], [3.85, 1.08, -1.80], [4.21, -0.26, -1.67], [5.02, -0.87, -2.63], [5.47, -0.13, -3.71], [5.12, 1.21, -3.85], [4.30, 1.81, -2.89], [3.21, 1.54, -1.05], [3.86, -0.83, -0.81], [5.29, -1.91, -2.52], [6.11, -0.60, -4.46], [5.47, 1.79, -4.70], [4.02, 2.85, -3.00], [-9.53, 0.37, -0.45], [-10.06, 0.96, -1.59], [-9.29, 1.85, -2.33], [-7.99, 2.14, -1.94], [-7.45, 1.54, -0.80], [-8.23, 0.66, -0.06], [-10.13, -0.33, 0.13], [-11.07, 0.73, -1.90], [-9.71, 2.32, -3.22], [-7.39, 2.83, -2.52], [-6.44, 1.77, -0.50], [-7.81, 0.19, 0.83], [-4.94, -2.77, -4.75], [-5.49, -2.16, -5.87], [-4.71, -1.28, -6.63], [-3.39, -1.03, -6.26], [-2.85, -1.64, -5.14], [-3.63, -2.51, -4.38], [-5.55, -3.45, -4.15], [-6.51, -2.36, -6.16], [-5.14, -0.80, -7.50], [-2.79, -0.35, -6.86], [-1.82, -1.44, -4.86], [-3.21, -2.98, -3.50], [10.02, -3.76, -5.43], [8.99, -4.63, -5.07], [7.67, -4.20, -5.15], [7.38, -2.92, -5.59], [8.41, -2.05, -5.95], [9.73, -2.47, -5.86], [11.06, -4.09, -5.36], [9.22, -5.63, -4.73], [6.87, -4.88, -4.87], [6.34, -2.59, -5.66], [8.18, -1.05, -6.30], [10.53, -1.79, -6.14], [-9.29, -4.18, -0.72], [-8.70, -5.44, -0.63], [-7.35, -5.60, -0.92], [-6.58, -4.50, -1.29], [-7.16, -3.24, -1.38], [-8.52, -3.08, -1.10], [-10.34, -4.05, -0.50], [-9.30, -6.30, -0.34], [-6.90, -6.59, -0.86], [-5.53, -4.63, -1.51], [-6.56, -2.39, -1.67], [-8.97, -2.10, -1.17], [8.86, 3.30, -0.37], [8.72, 2.80, 0.92], [7.85, 1.74, 1.17], [7.13, 1.17, 0.12], [7.28, 1.67, -1.17], [8.14, 2.73, -1.41], [9.53, 4.13, -0.56], [9.28, 3.24, 1.74], [7.73, 1.35, 2.18], [6.46, 0.34, 0.31], [6.72, 1.22, -1.99], [8.25, 3.12, -2.42], [8.40, 6.32, 2.20], [8.42, 7.64, 1.78], [8.96, 8.63, 2.61], [9.48, 8.28, 3.85], [9.46, 6.96, 4.27], [8.91, 5.97, 3.45], [7.98, 5.55, 1.56], [8.02, 7.91, 0.81], [8.97, 9.66, 2.28], [9.90, 9.05, 4.49], [9.87, 6.69, 5.24], [8.90, 4.94, 3.78], [-5.22, -0.78, 4.61], [-6.03, 0.09, 5.33], [-6.64, -0.33, 6.51], [-6.43, -1.63, 6.97], [-5.61, -2.50, 6.25], [-5.01, -2.08, 5.07], [-4.75, -0.45, 3.70], [-6.19, 1.10, 4.97], [-7.28, 0.34, 7.07], [-6.90, -1.96, 7.89], [-5.45, -3.51, 6.61], [-4.38, -2.76, 4.51]], "lowdin_charge": [-0.0890, -0.2231, -0.1079, -0.1045, -0.1863, 0.0645, 0.0938, -0.1770, 0.0746, 0.1020, -0.2641, 0.0860, 0.0892, 0.0655, 0.0154, -0.3446, 0.1321, -0.0082, -0.2456, -0.0898, -0.1209, -0.1505, -0.0816, -0.3709, 0.0123, 0.0396, -0.1247, -0.6269, -0.1570, 0.7635, 0.1108, 0.1059, 0.0870, 0.1482, 0.1539, 0.1270, 0.1261, 0.1228, 0.0942, 0.1411, 0.0999, 0.0837, 0.0903, 0.0938, 0.1057, 0.1120, 0.0877, 0.0907, 0.0608, 0.0676, -0.0855, -0.1308, -0.0828, -0.1003, -0.1085, -0.0948, 0.0949, -0.0333, 0.1040, 0.0776, 0.1041, 0.1049, -0.1175, -0.0954, -0.0947, -0.0908, -0.0887, -0.0942, 0.1021, 0.1010, 0.0999, 0.1008, 0.0822, 0.0966, -0.0852, -0.0928, -0.0995, -0.0986, -0.1011, -0.0891, 0.0922, 0.1010, 0.0988, 0.0987, 0.0913, 0.0665, -0.0963, -0.0972, -0.0949, -0.1079, -0.1004, -0.0948, 0.1003, 0.1001, 0.1001, 0.0936, 0.0996, 0.1005, -0.0941, -0.1003, -0.0975, -0.0979, -0.0928, -0.0873, 0.0993, 0.0986, 0.0990, 0.0935, 0.0997, 0.0759, -0.1035, -0.1109, -0.0893, -0.0787, -0.0790, -0.0839, 0.1004, 0.0907, 0.0995, 0.0895, 0.0642, 0.1001, -0.0936, -0.0940, -0.0994, -0.1007, -0.0992, -0.0975, 0.0888, 0.1004, 0.0987, 0.0986, 0.0989, 0.0955, -0.0973, -0.0837, -0.0905, -0.0958, -0.0969, -0.0953, 0.0530, 0.1023, 0.1014, 0.1003, 0.1001, 0.0999]}

(3)
{"formula": "C5H12ClN2OP", "method": "the ωB97M-V functional and the def2-TZVPD basis", "homo_energy_ev": -8.250, "e_lumo_ev": 1.0, "smiles": "NP1OCCCN1CCCl", "mol_weight_g_mol": 182.6, "symbols": ["C", "C", "C", "C", "C", "N", "N", "O", "P", "Cl", "H", "H", "H", "H", "H", "H", "H", "H", "H", "H", "H", "H"], "coordinates": [[-1.38, -1.23, -0.26], [-0.44, -0.91, 0.88], [-2.50, -0.18, -0.11], [1.70, 0.24, 0.80], [2.57, 0.07, -0.48], [0.31, 0.27, 0.48], [0.09, 2.70, -0.51], [-1.90, 1.05, -0.37], [-0.64, 1.68, 0.60], [4.30, 0.25, -0.12], [-0.77, -1.21, -1.17], [-2.00, -2.11, -0.28], [-0.99, -0.64, 1.80], [0.25, -1.60, 1.09], [-3.25, -0.34, -0.89], [-2.99, -0.26, 0.90], [1.92, 1.09, 1.38], [1.86, -0.64, 1.56], [2.29, 0.85, -1.11], [2.28, -0.84, -0.96], [0.10, 2.40, -1.47], [0.46, 3.58, -0.36]], "lowdin_charge": [-0.1549, -0.2427, -0.2856, -0.3213, -0.5811, -0.3511, -0.1244, -0.3570, 0.8531, 0.5500, 0.1185, 0.0993, 0.1176, 0.0665, 0.1142, 0.1261, 0.0720, 0.1457, 0.0305, 0.0701, 0.0521, 0.0023]}